[1]
{"formula": "C4H8O2", "method": "ωB97M-V with the def2-TZVPD basis set", "species": ["O", "O", "C", "C", "C", "C", "H", "H", "H", "H", "H", "H", "H", "H"], "coordinates": [[-0.971, -0.327, -1.880], [-1.484, -1.635, 0.281], [-0.198, 0.465, 1.568], [1.171, 0.514, -1.213], [-0.239, -1.205, 0.144], [-0.087, -0.295, -1.030], [-2.020, -1.193, -0.420], [-0.578, 0.122, 2.531], [1.570, 0.315, -2.210], [0.706, 1.067, 1.659], [-0.978, 0.982, 1.015], [1.928, 0.277, -0.463], [0.933, 1.581, -1.163], [0.247, -0.669, 1.180]], "forces_ev_per_angstrom": [[0.3, 0.1, 0.3], [-0.1, 0.0, -0.1], [-0.1, 0.3, 0.1], [0.0, 0.0, 0.0], [-0.1, 0.1, -0.1], [-0.1, 0.0, -0.2], [0.0, -0.1, 0.1], [0.1, 0.0, -0.1], [0.0, 0.0, 0.1], [-0.1, -0.1, 0.0], [0.1, -0.1, 0.0], [-0.1, 0.0, -0.1], [0.0, -0.1, 0.0], [0.2, -0.1, 0.0]], "e_above_lowest_kcal_mol": 97.08, "e_homo_ev": -8.5, "lumo_ha": 0.00641, "gap_ev": 8.694}

***

[2]
{"formula": "C4H8N2O", "method": "ωB97M-V with the def2-TZVPD basis set", "species": ["O", "N", "N", "C", "C", "C", "C", "H", "H", "H", "H", "H", "H", "H", "H"], "coordinates": [[-2.790, 0.174, -0.473], [-0.913, 1.034, 0.500], [-0.795, -0.852, -0.849], [-1.581, 0.128, -0.291], [0.533, 1.123, 0.535], [1.087, -0.294, 0.596], [0.626, -1.062, -0.636], [0.816, -2.135, -0.512], [0.708, -0.773, 1.506], [0.931, 1.648, -0.349], [1.206, -0.728, -1.510], [0.835, 1.686, 1.423], [-1.315, -1.501, -1.418], [2.180, -0.283, 0.640], [-1.487, 1.798, 0.820]], "forces_ev_per_angstrom": [[0.3, 0.0, 0.0], [-0.2, 0.0, -0.1], [-0.2, 0.0, 0.0], [0.0, 0.0, 0.0], [0.1, 0.0, 0.0], [0.0, 0.0, 0.0], [0.2, 0.0, 0.0], [0.0, 0.2, 0.0], [0.1, 0.0, -0.1], [0.0, -0.1, 0.2], [-0.1, 0.0, 0.1], [-0.1, 0.0, -0.1], [0.0, 0.1, 0.1], [-0.1, 0.0, 0.0], [0.1, -0.1, -0.1]], "smiles": "O=C1NCCCN1", "e_above_lowest_kcal_mol": 1.07, "e_homo_ev": -9.4, "lumo_ha": 0.03109, "gap_ev": 10.249}

***

[3]
{"formula": "H18O9", "method": "ωB97M-V with the def2-TZVPD basis set", "species": ["O", "O", "O", "O", "O", "O", "O", "O", "O", "H", "H", "H", "H", "H", "H", "H", "H", "H", "H", "H", "H", "H", "H", "H", "H", "H", "H"], "coordinates": [[-1.544, -1.520, -1.408], [3.020, -1.005, -0.144], [-0.259, 1.858, -2.272], [1.791, 0.096, -2.265], [-1.369, -0.728, 3.030], [0.768, -3.512, 0.463], [0.480, 2.507, 0.409], [-0.335, -0.194, 0.549], [-2.783, 1.964, 1.052], [2.531, -0.606, -0.707], [1.824, -0.616, -2.880], [1.658, -3.342, 0.943], [-0.942, -1.220, -0.603], [-3.142, 1.938, 1.977], [2.335, -1.293, 0.282], [0.092, 2.452, -2.933], [-0.965, -1.931, -2.194], [0.033, -3.031, 1.031], [1.051, 3.351, 0.210], [-0.859, -0.336, 1.383], [-0.616, -0.336, 3.431], [-1.260, -1.618, 2.839], [-0.090, 2.427, -1.540], [-0.310, 0.683, 0.188], [-3.385, 1.294, 0.404], [0.913, 0.659, -2.244], [1.365, 2.070, 1.010]], "forces_ev_per_angstrom": [[2.6, -0.9, -1.0], [10.1, -1.7, 2.6], [-0.1, 0.0, -0.8], [-1.3, 2.3, 1.2], [-1.9, 2.4, -0.2], [-0.1, 1.8, 2.8], [6.4, 0.9, 2.5], [0.3, -2.0, 1.0], [-2.5, -2.5, -1.7], [-4.2, 5.2, -7.6], [-0.6, -0.5, -0.8], [-2.4, -0.4, -1.1], [-1.0, -0.6, -2.5], [0.1, -0.3, -1.5], [-5.8, -3.6, 5.2], [0.0, -0.1, -1.2], [-1.7, 1.5, 3.2], [2.5, -1.4, -1.8], [-2.0, -1.8, 0.2], [0.3, 1.3, -1.1], [1.2, 0.0, 0.6], [0.7, -2.6, -0.1], [-0.1, 0.2, 1.9], [-0.6, 0.8, 0.3], [2.4, 2.8, 3.2], [1.8, -1.7, -0.6], [-4.2, 1.2, -2.6]], "smiles": "O.O.O.O.O.O.O.O.O", "e_above_lowest_kcal_mol": 129.60, "e_homo_ev": -10.0, "lumo_ha": -0.00638, "gap_ev": 9.778}

***

[4]
{"formula": "C3H8NO2S", "method": "ωB97M-V with the def2-TZVPD basis set", "species": ["S", "O", "O", "N", "C", "C", "C", "H", "H", "H", "H", "H", "H", "H", "H"], "coordinates": [[-1.568, 1.364, -1.788], [1.469, -0.703, -0.253], [0.416, -0.501, 1.642], [2.549, -1.280, 1.647], [1.433, -0.814, 1.046], [-1.427, 1.858, -0.067], [-1.146, -0.362, -1.694], [-0.273, -0.525, -1.048], [2.429, -1.546, 2.612], [-2.164, 1.359, 0.546], [3.222, -1.763, 1.102], [-0.923, -0.698, -2.697], [-0.442, 1.621, 0.300], [-1.601, 2.929, -0.046], [-1.974, -0.938, -1.303]], "forces_ev_per_angstrom": [[0.0, 0.5, -0.3], [-0.1, 0.2, 0.1], [-0.4, 0.2, -0.4], [-0.4, 0.2, 0.5], [0.5, -0.4, 0.4], [-0.2, -0.1, -0.3], [0.1, -0.1, 0.4], [-0.3, 0.1, -0.3], [0.1, 0.0, -0.1], [-0.2, -0.1, 0.2], [0.5, -0.3, -0.4], [0.1, -0.1, -0.2], [0.3, 0.0, 0.2], [0.0, 0.1, 0.1], [-0.2, -0.2, 0.1]], "e_above_lowest_kcal_mol": 9.70, "spin_multiplicity": 2, "e_homo_ev": [-8.2, -8.1], "lumo_ha": [0.02305, -0.12322], "s2": 0.756, "gap_ev": [8.796, 4.702]}